Entry from OMol25: a molecular structure, C30H25F3N2P2SbSe4V (ωB97M-V/def2-TZVPD).

XYZ file:
```
68
Properties=species:S:1:pos:R:3:mulliken_charge:R:1
V -1.5682 0.4966 0.7879 0.391
Se -4.2751 4.1444 1.5692 -0.537
Sb -4.9715 1.8792 1.8473 0.288
Se -3.7357 0.4633 -0.0133 -0.435
Se -1.8149 -0.3643 2.8997 -0.076
Se -3.4471 1.0021 3.9442 -0.474
N 0.8893 -1.4638 0.4402 -0.326
P 0.8316 0.2325 0.0052 0.963
C 2.3674 0.9236 0.6458 0.460
C 2.4350 2.3036 0.8398 -0.492
C 3.6018 2.8866 1.3152 -0.609
C 4.7020 2.0936 1.6141 -0.484
C 4.6338 0.7170 1.4418 -0.761
C 3.4684 0.1296 0.9603 -0.310
C 1.0577 0.1580 -1.8080 0.594
C 2.2580 -0.2640 -2.3900 -0.634
C 2.3732 -0.3542 -3.7667 -0.799
C 1.2889 -0.0211 -4.5791 -0.462
C 0.0930 0.3910 -4.0135 -0.964
C -0.0178 0.4794 -2.6280 0.087
P -0.8343 -1.8921 0.2743 -0.126
C -0.9395 -2.6421 -1.3797 0.318
C -2.0950 -2.4311 -2.1221 0.178
C -2.2280 -3.0196 -3.3796 -0.703
C -1.2019 -3.7956 -3.8961 -0.502
C -0.0386 -3.9970 -3.1555 -0.644
C 0.0890 -3.4278 -1.8989 -0.459
C -1.0248 -3.3376 1.3535 1.004
C -2.2160 -4.0543 1.2331 -0.704
C -2.4516 -5.1601 2.0310 -0.624
C -1.4997 -5.5672 2.9604 -0.470
C -0.3182 -4.8548 3.0889 -0.812
C -0.0833 -3.7373 2.2914 -0.239
H 1.1416 -1.5345 1.4274 0.435
H 1.5759 2.9279 0.6239 0.210
H 3.6470 3.9582 1.4652 0.476
H 5.6119 2.5468 1.9878 0.387
H 5.4885 0.0984 1.6848 0.409
H 3.4172 -0.9450 0.8285 0.437
H 3.1061 -0.5285 -1.7682 0.416
H 3.3022 -0.6873 -4.2125 0.424
H 1.3791 -0.0846 -5.6562 0.402
H -0.7561 0.6341 -4.6402 0.456
H -0.9764 0.7583 -2.1963 0.231
H -2.8842 -1.8039 -1.7213 0.209
H -3.1309 -2.8582 -3.9542 0.441
H -1.3005 -4.2434 -4.8774 0.402
H 0.7647 -4.5997 -3.5609 0.423
H 0.9944 -3.5814 -1.3218 0.344
H -2.9710 -3.7491 0.5171 0.411
H -3.3823 -5.7022 1.9269 0.398
H -1.6839 -6.4339 3.5827 0.390
H 0.4241 -5.1631 3.8142 0.403
H 0.8471 -3.2002 2.4244 0.270
F -0.2177 7.0965 2.6203 -0.284
C -0.0861 6.6029 1.3876 0.642
F 1.2122 6.6633 1.0609 -0.251
F -0.7404 7.4167 0.5513 -0.261
C -0.5893 5.1781 1.2832 0.446
C -0.9244 4.4599 2.3894 -0.873
C -1.3310 3.1287 2.2307 -0.319
N -1.3672 2.5349 1.0431 1.220
C -1.0750 3.2763 -0.0460 -0.504
C -0.6877 4.5884 0.0250 -0.905
H -0.9084 4.8868 3.3819 0.520
H -1.6221 2.5270 3.0777 0.139
H -1.1506 2.7866 -1.0096 0.319
H -0.4546 5.1289 -0.8823 0.500
```

Calculated values
Spin multiplicity: 3
HOMO energy (spin up / spin down) (eV): -6.47 / -6.60
Energy (eV): -354840.0772
Kohn-Sham gap (spin up / spin down) (eV): 5.6 / 5.9
Relative energy (zero: lowest compared OMol25 entry of this formula, charge and spin) (kcal per mole): 12.7
M (g/mol): 1021.0
<S²>: 2.0816